Formula: C3H5NO2
Source: the Open Molecules 2025 dataset
Level of theory: ωB97M-V/def2-TZVPD

Calculated values
**Structure (SMILES)**: [H]/N=C/OCC=O
**E_LUMO**: 0.0302 Ha
**HOMO-LUMO gap**: 0.3903 hartree
**ΔE to the lowest compared entry with this formula, charge and spin**: 1.860 eV
**F_max**: 0.5 eV/Å

ORCA input file:
```
! wB97M-V def2-TZVPD RIJCOSX def2/J DEFGRID3
* xyz 0 1
H 1.8690 1.7572 -0.4260
N 1.0831 1.1327 -0.2735
C 1.3428 -0.0453 -0.6485
O 0.4914 -1.0658 -0.5376
C -0.7959 -0.8828 0.0705
C -1.1437 0.4423 0.7616
O -1.3129 0.4866 1.9560
H 2.2691 -0.4042 -1.1059
H -0.8928 -1.6700 0.8218
H -1.5355 -1.0453 -0.7228
H -1.3746 1.2946 0.1044
*
```